(1)
Formula: C8H13Br2N4
Source: the Open Molecules 2025 dataset
Level of theory: ωB97M-V/def2-TZVPD

Structure (XYZ):
```
27
Properties=species:S:1:pos:R:3:forces:R:3:nbo_charge:R:1
Br 3.159998 0.896084 2.660814 0.2 0.2 0.1 0.14
Br 0.405383 3.151949 -1.773594 -1.0 1.2 -0.8 0.22
N 1.672932 0.005001 0.569862 -0.3 -0.5 1.4 -0.54
N -2.394745 -0.681350 0.929405 2.4 1.1 2.7 -0.35
N 2.858056 2.124733 -0.909985 -2.2 0.6 -1.5 -0.43
N -0.355301 -0.764388 -0.130336 0.0 -0.4 -0.3 -0.52
C -1.064630 -0.540862 0.965204 0.6 1.3 -1.4 0.37
C 1.382641 -0.609260 -1.903141 -2.9 -3.3 -0.5 -0.68
C 1.640784 2.055030 -1.121345 2.3 -1.1 0.8 0.10
C 3.660945 1.126462 -0.273091 1.0 0.7 3.3 -0.32
C 0.961212 -0.405198 -0.468464 1.5 1.6 0.4 0.41
C -3.130667 0.031435 1.968657 -2.2 -1.0 -0.5 -0.41
C -3.100045 -1.381004 -0.036568 -0.9 -2.8 -3.1 -0.43
C 2.792356 0.577832 0.860583 -0.4 -0.9 -1.8 0.20
H 2.382286 -0.349356 -2.073389 1.3 0.0 -0.1 0.25
H -4.195753 0.143827 1.574564 1.5 0.2 0.6 0.23
H -0.899155 -1.057151 -0.901658 -0.2 -0.4 -1.0 0.40
H 4.542892 1.700903 0.143842 -0.7 -1.1 -0.6 0.25
H 1.147003 -1.759752 -2.200479 1.0 2.4 0.7 0.23
H -3.207112 -0.604350 2.846814 0.1 0.2 0.3 0.23
H -2.665367 0.977737 2.149120 0.0 0.5 0.3 0.23
H -0.425958 0.016029 1.689246 -1.2 -0.6 0.2 0.27
H 0.764649 -0.078710 -2.642222 0.0 0.2 0.4 0.24
H -2.366042 -1.789175 -0.811923 -1.4 0.4 0.9 0.20
H -3.816915 -0.724531 -0.553205 0.3 -0.1 0.1 0.24
H -3.707321 -2.315028 0.274240 1.1 1.5 0.2 0.25
H 3.957875 0.253094 -0.832948 0.2 0.2 -0.8 0.24
```
Positions in Å, forces in eV/Å.

Results
ΔE to the lowest compared entry with this formula, charge and spin	295.3	kJ/mol
charge	+1
LUMO level (alpha / beta)	-3.910 / -4.431	eV
strongest force on any atom	0.0854	hartree/bohr
DFT total energy	-5679.27598	hartree



(2)
Formula: C28H27N3O3S2
Source: the Open Molecules 2025 dataset
Level of theory: ωB97M-V/def2-TZVPD

Structure (XYZ):
```
63
Properties=species:S:1:pos:R:3:forces:R:3:nbo_charge:R:1
S 3.038924 -3.468874 -0.233729 0.5 -0.2 -0.2 0.35
S 0.219007 -3.226679 0.771830 0.2 0.3 -0.3 0.40
O 4.211137 -1.164838 1.149724 0.0 0.1 0.2 -0.60
O -4.857264 -2.088700 0.080656 0.0 -0.2 0.0 -0.56
O -3.514338 2.219965 0.701835 0.1 0.2 0.0 -0.56
N 1.336225 -1.488076 -0.814337 0.8 0.0 -0.3 -0.50
N -3.891244 -0.017954 0.330908 0.5 -0.2 -0.1 -0.49
N 4.516495 0.135286 -0.685364 0.1 0.5 -0.3 -0.63
C 5.839800 2.888586 1.407728 0.0 0.0 0.0 -0.22
C 4.658188 1.393564 -0.032619 0.0 0.3 0.2 0.11
C -6.199253 -0.163034 0.726339 -0.1 -0.3 0.1 -0.31
C 6.803887 0.604910 1.063394 0.0 -0.1 -0.2 -0.43
C -2.559375 -0.386040 0.012007 0.4 -0.2 0.0 0.11
C 2.534842 2.105644 -1.193557 0.1 0.1 -0.1 -0.43
C -7.976754 1.966399 0.243422 -0.1 0.1 -0.1 -0.18
C -4.946503 -0.921585 0.348476 -0.3 0.1 0.1 0.71
C 5.739238 1.635886 0.815586 0.0 0.0 0.1 0.02
C 0.062004 -1.043024 -0.606910 -0.9 -0.2 0.5 0.11
C -0.511465 0.094866 -1.166281 0.0 -0.1 0.1 -0.22
C 2.872569 2.469683 -2.642106 -0.2 -0.1 0.2 -0.60
C -1.815273 0.413785 -0.857633 -0.1 0.0 0.0 -0.15
C -0.716879 -1.857790 0.245820 0.3 0.2 -0.2 -0.21
C -6.529682 2.053266 -0.176180 0.1 0.2 -0.1 -0.25
C 4.255025 -1.027651 -0.048621 -0.1 -0.3 -0.3 0.68
C 1.558673 -2.584996 -0.182937 -0.5 -0.1 0.1 -0.08
C 7.685753 0.397027 -0.169180 0.0 0.0 0.2 -0.60
C 4.075785 -2.201332 -1.015543 -0.4 -0.3 0.4 -0.63
C -8.368421 0.710490 0.070271 -0.1 0.0 -0.1 -0.19
C 4.902456 3.874555 1.165020 0.0 0.1 0.0 -0.19
C -7.189939 -0.063318 -0.468295 0.0 -0.2 -0.1 -0.25
C -5.749167 1.283630 0.927481 0.1 0.3 0.1 -0.31
C -6.514302 1.023775 -1.312199 0.0 0.0 -0.2 -0.39
C -2.020456 -1.535572 0.569050 -0.1 0.1 0.0 -0.20
C 3.837002 3.617617 0.323061 0.1 0.0 0.0 -0.21
C 3.697305 2.376288 -0.279143 -0.1 -0.2 0.0 0.00
C -4.261612 1.280913 0.656100 -0.3 0.1 0.3 0.71
H -2.600269 -2.162805 1.225236 -0.1 0.0 0.0 0.24
H 3.095227 4.380661 0.137563 -0.1 0.1 0.0 0.21
H 4.349030 0.178811 -1.679483 0.0 -0.2 0.1 0.40
H 7.430110 0.937005 1.893295 -0.1 0.0 0.0 0.21
H -6.134013 3.044124 -0.379877 0.0 0.0 0.0 0.24
H 8.465243 -0.330067 0.046146 0.1 -0.1 0.0 0.21
H -7.126383 1.331459 -2.158091 0.0 0.0 0.0 0.23
H 1.681472 2.704371 -0.869768 0.0 -0.1 0.0 0.22
H 6.671108 3.090754 2.067218 0.1 0.0 0.1 0.21
H 2.249382 1.053981 -1.126980 -0.1 0.1 0.0 0.22
H -2.266089 1.296339 -1.281806 0.0 0.1 0.0 0.22
H 3.738646 1.915203 -3.000242 0.1 0.0 -0.1 0.19
H -6.668598 -0.633506 1.590987 0.1 0.0 0.0 0.25
H 8.157441 1.334416 -0.457573 0.1 0.1 -0.1 0.20
H 3.610906 -1.907811 -1.955225 0.1 0.1 0.0 0.24
H 7.100607 0.034696 -1.011158 0.0 0.0 -0.1 0.20
H -8.530466 2.787030 0.659218 -0.2 0.1 0.2 0.22
H 5.000401 4.841907 1.634624 0.0 0.1 0.0 0.21
H 5.040112 -2.676294 -1.199578 0.0 0.0 0.0 0.25
H -5.942789 1.704246 1.914711 0.1 -0.1 0.0 0.25
H 2.031712 2.251520 -3.296998 0.0 0.0 -0.1 0.21
H 0.060998 0.708763 -1.841048 0.1 0.1 -0.1 0.22
H -7.400352 -1.018058 -0.941309 0.0 0.0 0.0 0.24
H -5.518140 0.759410 -1.664490 0.1 0.0 0.0 0.21
H 6.342936 -0.339242 1.354109 0.0 0.0 0.1 0.24
H -9.316483 0.267917 0.311456 -0.2 0.0 0.1 0.22
H 3.102644 3.529990 -2.718367 0.1 0.1 -0.1 0.21
```
Positions in Å, forces in eV/Å.

Results
structure (SMILES)	CCc1cccc(CC)c1NC(=O)CSc1nc2ccc(N3C(=O)[C@@H]4[C@H](C3=O)[C@H]3C=C[C@@H]4C3)cc2s1
ΔE to the lowest compared entry with this formula, charge and spin	9.4	kJ/mol
charge	0
LUMO level	0.542	eV
strongest force on any atom	0.0208	hartree/bohr
DFT total energy	-2269.62121	hartree



(3)
Formula: C10H16O2
Source: the Open Molecules 2025 dataset
Level of theory: ωB97M-V/def2-TZVPD

Structure (XYZ):
```
28
Properties=species:S:1:pos:R:3:forces:R:3:nbo_charge:R:1
O -3.069355 -1.459488 -0.708278 0.1 0.1 -0.2 -0.69
O 2.399751 1.704742 -1.454275 0.3 0.2 -0.1 -0.72
C 1.093624 2.279238 -1.481360 -0.1 0.3 0.5 0.09
C 0.512619 -1.195949 1.352842 0.3 0.1 0.1 -0.05
C 1.788702 -1.188065 2.142265 0.5 0.2 0.1 -0.63
C 0.952950 3.323090 -0.387574 0.2 0.5 -0.1 -0.63
C 0.375862 -2.073104 0.279232 -0.9 -0.1 0.6 -0.19
C -1.868080 -1.295988 -0.033378 -0.8 -0.2 -0.3 0.28
C 0.079652 1.163708 -1.332022 -0.3 -1.1 -0.8 -0.65
C -1.777800 -0.430138 1.038884 1.1 -0.6 0.1 -0.28
C -0.539941 -0.362926 1.690876 -0.6 0.4 -0.1 -0.18
C -0.815814 -2.109668 -0.430177 0.4 0.1 -0.1 -0.25
H -2.644872 0.099395 1.387179 -0.1 0.3 0.0 0.22
H -0.930727 -2.730496 -1.314437 -0.1 -0.1 0.3 0.23
H -0.660981 1.294924 -0.547117 0.0 0.4 -0.2 0.22
H 1.732222 -0.603845 3.064384 -0.2 -0.2 0.0 0.21
H 2.102786 -2.203653 2.379168 -0.1 -0.1 0.2 0.22
H 0.488384 0.164820 -1.154504 0.7 0.4 0.4 0.24
H -0.405406 0.381832 2.467301 0.0 -0.2 0.2 0.21
H 0.931748 2.816677 -2.423186 0.1 -0.3 -0.2 0.15
H 1.203584 2.903399 0.580671 -0.1 -0.1 0.2 0.21
H -0.048464 3.759865 -0.369438 0.0 -0.2 0.1 0.21
H 2.633604 -0.763596 1.598130 -0.1 0.1 -0.3 0.22
H 1.629766 4.168977 -0.567885 0.0 -0.2 0.0 0.20
H -3.451386 -0.597275 -0.910108 0.0 -0.1 0.2 0.48
H 3.048349 2.425124 -1.415366 -0.3 -0.3 -0.1 0.46
H 1.134583 -2.821740 0.136387 0.3 0.0 -0.5 0.21
H -0.405103 0.956045 -2.289174 -0.4 0.4 0.0 0.21
```
Positions in Å, forces in eV/Å.

Results
structure (SMILES)	Cc1ccc(O)cc1.CC(C)O
ΔE to the lowest compared entry with this formula, charge and spin	40.7	kJ/mol
charge	0
LUMO level	0.789	eV
strongest force on any atom	0.0271	hartree/bohr
DFT total energy	-541.09903	hartree



(4)
Formula: C5H9IN2
Source: the Open Molecules 2025 dataset
Level of theory: ωB97M-V/def2-TZVPD

Structure (XYZ):
```
17
Properties=species:S:1:pos:R:3:forces:R:3:nbo_charge:R:1
I 2.382095 -1.313183 -1.648308 -0.4 0.6 0.0 0.28
N 0.118077 -1.158231 1.432964 1.4 -0.2 0.8 -0.19
N 2.118737 0.382386 -0.530408 0.2 -1.1 0.1 -0.59
C -0.447495 0.166001 -0.611052 0.5 2.0 -1.1 -0.46
C -0.547567 -0.892623 0.481244 -2.1 -0.7 -1.2 0.15
C -1.821991 -1.811189 0.052586 0.4 0.4 1.0 -0.59
C 0.896132 1.037423 -0.424802 -2.0 -0.8 1.3 -0.12
C 0.985940 1.663020 0.977523 1.4 1.9 -1.6 -0.61
H 0.683975 1.839757 -1.160280 0.4 -0.1 -0.2 0.24
H 2.013118 2.022179 1.062735 0.2 0.1 -0.1 0.24
H 0.427582 2.578597 1.007228 -0.9 0.3 0.5 0.20
H -1.992009 -2.645581 0.815087 0.3 1.3 -1.2 0.25
H -1.464941 0.694367 -0.891394 2.1 -0.7 1.1 0.25
H 0.948509 1.027808 1.819552 -1.0 -1.1 0.6 0.24
H -0.187670 -0.367818 -1.513370 -0.3 -0.6 -0.4 0.24
H -1.467629 -2.206010 -0.944051 -1.0 0.4 1.0 0.24
H -2.644862 -1.016905 0.074745 0.8 -1.7 -0.5 0.23
```
Positions in Å, forces in eV/Å.

Results
ΔE to the lowest compared entry with this formula, charge and spin	435.1	kJ/mol
charge	0
LUMO level (alpha / beta)	-2.497 / -2.504	eV
strongest force on any atom	0.0549	hartree/bohr
DFT total energy	-602.88372	hartree



(5)
Formula: C25H45CeNP2
Source: the Open Molecules 2025 dataset
Level of theory: ωB97M-V/def2-TZVPD

Structure (XYZ):
```
74
Properties=species:S:1:pos:R:3:forces:R:3:lowdin_charge:R:1
Ce -0.249290 -0.261755 -0.675386 -4.3 0.4 11.0 1.09
P 2.019245 2.488410 1.305250 0.0 0.0 0.0 0.78
P 0.994201 -3.130318 0.456506 0.2 -0.5 -0.1 0.80
N 1.333442 -0.343803 2.685359 -1.2 -0.3 -2.6 0.04
C 0.037406 -4.607094 -0.072033 -0.1 0.2 -0.2 -0.26
C 0.592569 1.525950 -2.055925 3.4 0.6 -1.7 -0.21
C -3.564521 1.275854 -1.333386 -0.2 0.0 -0.4 0.00
C -2.071928 0.893109 2.063225 0.3 0.8 -0.7 -0.18
C 1.668815 0.658163 -1.817329 0.6 3.0 -2.4 -0.22
C -1.045529 0.431267 -3.806193 -0.5 0.0 0.0 -0.12
C -2.059093 3.131835 0.763212 0.1 0.6 0.0 -0.01
C -1.040673 -0.784580 -2.898656 1.5 -2.5 -3.3 -0.19
C -2.304602 1.673949 0.897565 0.5 -0.8 0.6 -0.20
C -3.473985 -1.738175 -0.208388 -0.3 -0.4 -0.1 -0.01
C 3.669869 1.743177 1.600380 -0.2 -0.2 -0.1 -0.28
C 1.407299 -1.407737 -3.388306 0.3 -0.2 -0.1 -0.12
C 1.639456 3.030952 3.018291 -0.3 -0.1 -0.2 -0.27
C -0.116215 1.602887 -3.398449 -0.1 0.5 0.0 -0.12
C 0.850451 -0.375351 1.604041 1.1 0.1 1.9 -0.41
C 0.078258 -1.586524 -2.676818 -1.7 -0.6 -3.5 -0.21
C -2.897667 -0.526600 0.438275 0.9 0.1 0.5 -0.28
C -2.374266 -0.459172 1.769307 -0.3 -0.5 -1.3 -0.21
C 2.618418 -3.399999 -0.358655 0.0 0.3 -0.1 -0.24
C 1.431343 -3.638503 2.166216 -0.3 0.5 0.2 -0.24
C -2.885683 0.814096 -0.093948 1.1 -0.5 -0.3 -0.26
C -1.641556 1.382161 3.395754 0.1 0.2 0.3 0.00
C 2.268794 -0.211387 -2.904999 0.4 -0.4 0.0 -0.12
C 2.544131 4.059378 0.529519 -0.1 0.0 0.0 -0.29
C -2.250351 -1.582615 2.727457 0.2 -0.4 0.3 -0.01
H 2.546438 -3.212595 -1.436463 0.1 -0.2 0.2 0.02
H 0.700056 -5.472927 -0.207539 -0.2 0.2 0.1 0.06
H 2.952145 -4.431673 -0.181565 -0.1 0.3 -0.1 0.07
H 3.543311 0.838207 2.203215 0.1 0.2 -0.1 0.02
H -0.038228 -2.563345 -2.171736 -0.2 0.6 0.1 0.10
H 2.497609 3.575294 3.432040 -0.2 -0.1 0.0 0.06
H -1.768224 3.388022 -0.265338 -0.1 0.0 0.2 0.08
H 0.751996 3.676943 3.015084 0.2 -0.1 0.1 0.03
H -0.648726 0.991068 3.657428 -0.1 0.0 -0.1 0.07
H 1.246332 -1.311000 -4.474765 -0.3 0.0 0.4 0.14
H 3.358630 -2.705167 0.060818 -0.2 -0.2 -0.1 0.06
H 3.235218 -0.605634 -2.547347 -0.4 0.3 -0.1 0.14
H -0.491102 -4.399916 -1.012389 0.1 -0.3 0.2 0.03
H -0.774824 0.128762 -4.831233 0.0 -0.2 0.4 0.15
H 2.938120 3.846681 -0.471513 0.0 0.2 0.2 0.04
H 1.679988 4.727445 0.431692 0.2 0.0 0.0 0.04
H 2.493980 0.409578 -3.787039 -0.1 0.1 0.4 0.14
H 4.128270 1.473285 0.641712 0.1 0.1 0.2 0.04
H -3.218473 -2.648389 0.351457 -0.1 0.3 -0.2 0.09
H 2.329247 0.828372 -0.952047 -0.7 -0.1 0.2 0.10
H -2.947977 3.735972 1.006961 0.2 -0.2 -0.1 0.11
H -3.118818 -1.873962 -1.241853 -0.2 -0.1 0.2 0.06
H 0.506356 -3.781792 2.741745 0.3 0.0 -0.1 0.05
H 0.476514 2.418717 -1.412847 -0.2 -0.8 0.4 0.13
H 1.992916 -2.333988 -3.273045 -0.3 0.4 0.0 0.12
H 0.622333 1.734164 -4.206506 0.0 0.0 0.4 0.14
H 2.006836 -4.576424 2.157782 -0.2 0.3 -0.2 0.07
H 2.010949 -2.838345 2.642666 -0.1 -0.3 -0.1 0.03
H -1.607508 2.475289 3.432548 0.0 -0.2 0.0 0.09
H -0.717268 2.524690 -3.393779 0.2 -0.3 0.0 0.13
H -3.887656 0.431581 -1.956391 0.0 0.2 0.1 0.09
H -2.916269 1.925720 -1.940671 -0.2 0.0 0.1 0.08
H -2.041990 -1.192742 -2.695641 0.4 0.2 0.8 0.13
H -0.709943 -4.829760 0.701788 0.2 0.0 -0.3 0.05
H -2.124474 -2.541604 2.209220 -0.1 0.2 0.1 0.07
H 4.301213 2.469243 2.125936 0.0 -0.2 -0.1 0.06
H -1.390157 -1.443612 3.396010 -0.2 0.0 -0.2 0.09
H -3.143402 -1.673757 3.364661 0.1 0.1 -0.2 0.12
H 3.320081 4.532161 1.143721 -0.1 0.1 -0.3 0.05
H -2.331963 1.056158 4.188604 0.1 0.0 -0.3 0.11
H -4.467390 1.867121 -1.094777 0.3 -0.2 -0.1 0.12
H -2.080736 0.806207 -3.883204 0.5 -0.2 0.1 0.12
H -1.249176 3.458782 1.432796 -0.3 -0.1 -0.2 0.07
H -4.573774 -1.683775 -0.260409 0.3 -0.1 0.0 0.12
H 1.431213 2.143397 3.628338 0.1 0.2 -0.1 0.02
```
Positions in Å, forces in eV/Å.

Results
charge	+2
LUMO level (alpha / beta)	-8.901 / -8.876	eV
strongest force on any atom	0.2308	hartree/bohr
DFT total energy	-2191.41011	hartree



(6)
Formula: C4H10N4
Source: the Open Molecules 2025 dataset
Level of theory: ωB97M-V/def2-TZVPD

Structure (XYZ):
```
18
Properties=species:S:1:pos:R:3:forces:R:3:nbo_charge:R:1
N 2.055849 -1.057771 0.170566 -0.1 -0.1 0.1 -0.13
N 1.162972 -0.860644 1.283351 0.7 0.3 0.1 -0.61
N 1.737584 -0.311884 -0.793197 -0.1 0.0 0.3 0.02
N 0.731048 0.513531 -0.596782 -0.4 -0.8 2.5 -0.29
C 0.289613 1.297174 -1.726434 -0.4 -0.1 0.0 -0.41
C -0.377897 -0.038397 0.495851 -1.0 1.1 -2.5 0.26
C -1.096955 -1.233366 -0.088975 0.1 0.2 0.0 -0.68
C -1.045569 0.879105 1.228700 0.5 0.0 -0.3 -0.66
H 1.309691 -0.005592 1.818238 0.5 -0.1 -0.2 0.39
H -2.096762 0.755707 1.432727 0.0 -0.3 0.3 0.21
H 1.214910 -1.658054 1.906400 0.0 -0.1 -0.2 0.40
H -0.391160 -2.016823 -0.364517 -0.1 0.0 0.0 0.22
H -0.350496 2.094795 -1.344671 0.0 -0.1 -0.1 0.22
H -1.818478 -1.630144 0.623946 0.1 0.0 0.1 0.23
H -0.272523 0.696847 -2.448729 0.0 0.1 0.0 0.19
H 1.154622 1.738491 -2.220839 0.0 -0.1 0.1 0.22
H -0.561708 1.768137 1.605397 0.0 0.2 -0.2 0.20
H -1.644742 -0.931113 -0.981032 0.0 0.0 -0.1 0.22
```
Positions in Å, forces in eV/Å.

Results
ΔE to the lowest compared entry with this formula, charge and spin	471.2	kJ/mol
charge	0
LUMO level	1.010	eV
strongest force on any atom	0.0560	hartree/bohr
DFT total energy	-377.26732	hartree



Q: Which of these has the highest DFT total energy?
A: C4H10N4



Q: What is the formula in the third record?
A: C10H16O2



Q: Which of these has the highest strongest force on any atom?
A: C25H45CeNP2